No. 1
DFT (ωB97M-V/def2-TZVPD) results for a molecular structure, C52H50BF4IN7O2PRb.

Positions of all 119 atoms, in Å:
Rb 0.60 0.38 -0.20
C -3.09 0.98 0.41
O -2.46 -0.07 -0.30
C -3.25 -0.90 -1.02
C -4.57 -0.60 -1.33
C -5.33 -1.47 -2.09
C -4.79 -2.66 -2.54
C -3.48 -2.98 -2.21
C -2.68 -2.12 -1.45
N -1.38 -2.42 -1.02
N -0.96 -3.54 -1.45
C 0.25 -4.04 -1.10
C 1.26 -3.39 -0.30
O 1.07 -2.34 0.35
C 2.57 -4.01 -0.29
C 2.86 -5.15 -0.96
C 1.86 -5.86 -1.68
C 2.14 -7.06 -2.35
C 1.16 -7.77 -2.99
C -0.16 -7.29 -2.97
C -0.45 -6.10 -2.34
C 0.54 -5.33 -1.71
H -3.52 1.73 -0.26
H -2.31 1.45 1.01
H -3.87 0.59 1.07
H -5.01 0.33 -1.00
H -6.35 -1.20 -2.33
H -5.38 -3.35 -3.13
H -3.05 -3.92 -2.52
H 3.34 -3.49 0.27
H 3.87 -5.55 -0.94
H 3.16 -7.44 -2.33
H 1.39 -8.70 -3.50
H -0.94 -7.87 -3.44
H -1.47 -5.74 -2.32
C -1.31 3.63 3.63
C -2.41 3.13 4.31
C -2.61 1.76 4.36
C -1.69 0.93 3.71
N -0.64 1.41 3.06
C -0.44 2.73 3.02
C -1.85 -0.55 3.65
C -2.52 -1.28 4.62
C -2.61 -2.66 4.48
C -2.03 -3.26 3.37
C -1.38 -2.45 2.45
N -1.29 -1.13 2.59
H -1.12 4.69 3.57
H -3.11 3.80 4.79
H -3.47 1.34 4.86
H 0.43 3.07 2.47
H -2.95 -0.80 5.49
H -3.12 -3.25 5.23
H -2.08 -4.33 3.23
H -0.91 -2.85 1.56
I 5.35 0.39 5.09
C 3.94 0.11 3.58
C 3.66 -1.09 2.96
N 2.69 -0.81 2.07
N 2.34 0.47 2.09
C 3.09 1.06 2.99
H 4.08 -2.07 3.11
H 2.19 -1.47 1.45
H 3.02 2.12 3.18
C 0.11 2.28 -3.20
P -1.21 2.70 -1.97
C -1.16 4.53 -2.17
C -0.90 5.33 -1.06
C -0.78 6.70 -1.19
C -0.92 7.30 -2.44
C -1.18 6.51 -3.55
C -1.29 5.14 -3.42
C -2.69 2.34 -3.02
C -2.72 1.17 -3.78
C -3.85 0.81 -4.49
C -4.98 1.60 -4.45
C -4.98 2.76 -3.68
C -3.84 3.12 -2.97
H 0.41 1.23 -3.08
H 0.98 2.89 -2.95
H -0.21 2.47 -4.22
H -0.77 4.87 -0.09
H -0.56 7.31 -0.32
H -0.80 8.37 -2.54
H -1.29 6.97 -4.53
H -1.50 4.53 -4.29
H -1.84 0.53 -3.80
H -3.86 -0.11 -5.07
H -5.87 1.33 -5.01
H -5.86 3.38 -3.63
H -3.84 4.03 -2.37
F 0.97 2.99 -0.36
B 2.02 3.88 0.08
F 3.14 3.12 0.39
F 2.30 4.78 -0.96
F 1.55 4.57 1.22
C 0.14 -3.65 -5.15
N 0.91 -2.41 -4.93
C -0.01 -1.26 -4.73
C 1.90 -2.55 -3.78
C 2.85 -1.39 -3.75
C 4.00 -1.48 -4.55
C 4.88 -0.41 -4.59
C 4.60 0.71 -3.82
C 3.44 0.78 -3.06
C 2.50 -0.27 -2.98
H -0.52 -3.54 -6.01
H -0.45 -3.85 -4.26
H 0.81 -4.49 -5.31
H 1.49 -2.22 -5.75
H -0.63 -1.47 -3.86
H -0.62 -1.12 -5.62
H 0.59 -0.38 -4.51
H 2.41 -3.50 -3.92
H 1.31 -2.59 -2.87
H 4.20 -2.37 -5.14
H 5.78 -0.47 -5.19
H 5.30 1.54 -3.82
H 3.26 1.69 -2.49

* energy relative to the best compared isomer or geometry (same formula, charge and spin): 13.3 kJ/mol
* HOMO: -0.1584 hartree
* lowest unoccupied orbital energy: 1.7 eV
* energy: -98859.3610 eV
* charge: -1

=====

No. 2
DFT (ωB97M-V/def2-TZVPD) results for 9 unconnected molecules or ions with the total composition C39H48N6O9 at a distorted geometry.

Positions of all 102 atoms, in Å:
N 3.33 1.26 -0.07
C 3.95 2.21 0.74
C 5.36 2.15 0.99
C 6.10 1.18 0.37
C 5.47 0.27 -0.43
C 4.10 0.38 -0.65
H 3.25 2.87 1.24
H 5.70 2.94 1.62
H 7.19 1.02 0.55
H 5.98 -0.54 -0.94
H 3.52 -0.39 -1.19
N -1.46 5.45 -3.48
C -1.01 4.64 -2.50
C -1.48 3.40 -2.23
C -2.47 2.85 -3.05
C -2.97 3.65 -4.06
C -2.46 4.92 -4.20
H -0.23 5.15 -1.89
H -1.02 2.77 -1.49
H -2.92 1.87 -2.89
H -3.70 3.21 -4.75
H -2.75 5.53 -5.05
N 0.90 1.00 -4.31
C 0.54 1.82 -5.36
C 1.06 3.14 -5.53
C 1.89 3.62 -4.55
C 2.22 2.78 -3.45
C 1.73 1.48 -3.36
H -0.05 1.32 -6.08
H 0.80 3.84 -6.37
H 2.38 4.60 -4.63
H 2.94 3.10 -2.71
H 1.97 0.79 -2.53
N -2.47 0.28 -6.24
C -3.78 0.35 -6.35
C -4.65 -0.36 -5.52
C -4.11 -1.16 -4.46
C -2.74 -1.23 -4.36
C -1.94 -0.54 -5.29
H -4.21 0.95 -7.14
H -5.70 -0.37 -5.77
H -4.76 -1.65 -3.77
H -2.30 -1.78 -3.55
H -0.84 -0.69 -5.29
N -0.26 0.40 1.08
C -1.42 0.08 1.64
C -2.50 -0.38 0.90
C -2.44 -0.43 -0.47
C -1.25 0.05 -1.03
C -0.17 0.35 -0.27
H -1.42 0.05 2.73
H -3.38 -0.70 1.43
H -3.24 -0.70 -1.12
H -1.20 0.17 -2.11
H 0.80 0.67 -0.59
N 3.43 -1.18 5.16
C 4.01 -0.43 4.20
C 3.44 -0.22 2.97
C 2.17 -0.76 2.69
C 1.54 -1.50 3.65
C 2.22 -1.66 4.90
H 4.95 0.07 4.36
H 4.02 0.37 2.30
H 1.70 -0.68 1.70
H 0.58 -2.01 3.54
H 1.83 -2.21 5.71
C -4.04 -4.36 5.28
O -3.17 -3.44 4.50
C -2.63 -4.04 3.42
O -3.02 -5.00 2.84
O -1.64 -3.25 3.01
C -1.22 -3.57 1.69
H -4.85 -3.80 5.76
H -3.40 -4.88 6.00
H -4.37 -5.14 4.58
H -0.37 -4.24 1.64
H -0.90 -2.63 1.25
H -1.93 -4.09 1.00
C -3.76 0.87 5.79
O -2.30 0.58 5.74
C -1.66 1.56 5.07
O -2.14 2.51 4.52
O -0.36 1.34 5.10
C 0.61 2.17 4.46
H -3.99 1.66 6.54
H -4.17 -0.06 6.12
H -4.12 1.07 4.77
H 0.12 2.86 3.75
H 1.34 1.60 3.80
H 1.16 2.58 5.29
C 3.63 -3.67 1.40
O 3.45 -2.81 0.26
C 2.25 -3.06 -0.37
O 1.45 -3.86 -0.05
O 2.18 -2.28 -1.51
C 1.01 -2.55 -2.35
H 3.63 -4.75 1.08
H 2.89 -3.50 2.14
H 4.57 -3.41 1.87
H 1.05 -3.51 -2.89
H 0.85 -1.74 -3.04
H 0.09 -2.56 -1.78

* energy relative to the best compared isomer or geometry (same formula, charge and spin): 105.7 kJ/mol
* HOMO: -0.3442 hartree
* lowest unoccupied orbital energy: 0.5 eV
* SMILES: COC(=O)OC.COC(=O)OC.COC(=O)OC.c1ccncc1.c1ccncc1.c1ccncc1.c1ccncc1.c1ccncc1.c1ccncc1
* energy: -68586.9583 eV
* charge: 0

=====

No. 3
DFT (ωB97M-V/def2-TZVPD) results for C6H8N2O3S in the gas phase at a distorted geometry.

Positions of all 20 atoms, in Å:
C 0.83 -0.04 0.14
C 0.30 1.21 0.21
C 2.19 0.14 -0.02
C -1.14 1.58 0.28
C -2.11 0.46 0.33
C -1.77 -0.73 -0.56
N 2.51 1.38 0.02
N 3.14 -0.88 -0.14
O -0.51 -1.97 1.43
O 0.34 -2.40 -0.85
O 1.36 2.08 0.07
S -0.23 -1.50 0.09
H -1.34 2.22 1.03
H -1.22 2.16 -0.56
H -2.11 0.08 1.29
H -3.18 0.81 0.27
H -2.56 -1.48 -0.56
H -1.59 -0.53 -1.61
H 3.02 -1.89 -0.31
H 4.08 -0.70 -0.53

* energy relative to the best compared isomer or geometry (same formula, charge and spin): 256.2 kJ/mol
* HOMO: -0.3379 hartree
* lowest unoccupied orbital energy: 0.6 eV
* SMILES: Nc1noc2c1S(=O)(=O)CCC2
* energy: -26307.0847 eV
* charge: 0

=====

No. 4
DFT (ωB97M-V/def2-TZVPD) results for a molecular structure, C6H9LiO5Zn at a distorted geometry.

Positions of all 22 atoms, in Å:
O 2.54 1.03 -0.58
C 2.98 0.20 0.24
C 2.61 -1.24 0.01
O 1.41 -1.35 -0.64
Zn 0.67 0.35 -1.26
H 3.65 0.39 1.09
H 3.46 -1.73 -0.52
O -1.94 -1.01 0.07
C -1.70 -0.39 1.36
C -0.58 0.53 1.31
O -0.55 1.39 0.02
C -1.82 1.33 -0.62
C -2.00 -0.12 -1.07
O -0.98 -0.47 -1.91
Li -0.34 -2.00 -0.69
H -2.63 0.10 1.69
H -0.57 1.23 2.15
H -1.78 1.99 -1.49
H -2.61 1.68 0.06
H -2.99 -0.26 -1.55
H 0.53 0.07 1.31
H 2.64 -1.70 1.02

* HOMO: -0.2129 hartree
* lowest unoccupied orbital energy: -0.4 eV
* energy: -65226.2970 eV
* charge: 0

=====

No. 5
DFT (ωB97M-V/def2-TZVPD) results for a molecular structure, C12H31O11OsP4S4.

Positions of all 63 atoms, in Å:
Os 0.21 -0.07 0.25
C 2.84 2.12 3.17
C 2.77 0.64 2.77
O 3.82 -0.11 3.33
P 1.17 -0.04 3.32
O 1.25 -1.60 3.44
O 0.96 0.37 4.83
O 0.08 0.45 2.42
P 2.86 0.57 0.93
O 2.22 -0.94 0.64
O 4.27 0.67 0.54
O 1.73 1.44 0.37
H 2.96 2.20 4.25
H 1.96 2.67 2.84
H 3.71 2.58 2.70
H 4.58 -0.02 2.74
H 0.67 -2.03 2.79
H 0.93 1.32 4.99
H 2.68 -1.40 -0.08
C -3.86 -0.36 -2.74
C -4.48 -0.49 -1.38
O -3.66 -1.36 -0.54
P -2.70 -0.77 0.56
S -1.09 -1.97 0.74
S -1.88 1.01 0.11
O -3.66 -0.76 1.83
C -3.15 -0.31 3.11
C -4.32 -0.17 4.05
H -4.50 0.23 -3.39
H -3.72 -1.35 -3.19
H -2.89 0.13 -2.68
H -5.46 -0.97 -1.40
H -4.58 0.48 -0.90
H -2.63 0.64 2.96
H -2.43 -1.04 3.46
H -5.03 0.56 3.67
H -3.97 0.15 5.03
H -4.83 -1.13 4.17
C 3.65 0.22 -3.45
C 2.84 1.40 -3.95
C 2.94 2.60 -3.03
O 1.47 0.97 -4.20
P 0.17 0.95 -3.28
S -0.43 2.62 -2.55
S 0.54 -0.62 -1.93
O -0.89 0.35 -4.29
C -0.74 -0.55 -5.41
C -0.26 0.20 -6.64
C 0.11 -1.76 -5.07
H 4.70 0.49 -3.42
H 3.52 -0.64 -4.11
H 3.34 -0.06 -2.44
H 3.18 1.68 -4.95
H 2.60 2.37 -2.03
H 2.36 3.44 -3.41
H 3.99 2.90 -2.98
H -1.77 -0.88 -5.58
H 0.79 0.49 -6.53
H -0.86 1.09 -6.80
H -0.35 -0.45 -7.51
H 1.14 -1.48 -4.89
H 0.08 -2.45 -5.92
H -0.28 -2.28 -4.19

* spin multiplicity: 2
* energy relative to the best compared isomer or geometry (same formula, charge and spin): 185.3 kJ/mol
* expectation value of S²: 0.755
* HOMO (spin up / spin down): -0.2889 / -0.2854 hartree
* lowest unoccupied orbital energy (spin up / spin down): 0.1 / -0.8 eV
* energy: -118444.8036 eV
* charge: 0